# 1
Entry from the OMol25 dataset: C17H14AuCl5N2O7S as an isolated structure in a non-equilibrium geometry (wB97M-V/def2-TZVPD).

```
47
Properties=species:S:1:pos:R:3:forces:R:3
Au 0.8999 1.0863 2.6582 -0.343 0.587 -0.660
Cl -5.7655 1.9355 4.4907 -0.327 0.104 0.143
C -4.3290 1.3037 3.7677 -0.092 -0.416 -0.136
C -4.2967 0.0117 3.2911 -0.222 0.348 0.137
Cl -5.6937 -1.0036 3.4205 -0.245 -0.164 0.018
C -3.1255 -0.4613 2.6940 0.020 -0.061 0.018
Cl -3.1131 -2.0761 2.0578 0.143 -0.336 -0.161
C -1.9578 0.2897 2.5838 -0.009 -0.182 -0.226
O -0.8965 -0.1671 2.0072 -0.218 -0.146 -0.118
C -1.9789 1.6394 3.1286 0.008 0.164 0.030
O -0.9333 2.3791 3.0933 0.143 -0.066 -0.033
C -3.1859 2.0937 3.6629 0.035 0.122 0.040
Cl -3.2396 3.7326 4.2196 0.092 0.331 0.122
O 2.5029 0.3996 6.2135 -0.440 0.154 0.939
Cl 2.9298 0.3635 4.8573 0.597 -0.479 0.406
O 4.3202 0.0401 4.8103 1.034 -0.153 -0.110
O 2.7215 1.6445 4.2349 -0.035 0.996 -0.249
O 2.1876 -0.6201 4.1301 -0.432 -0.829 -0.278
C 3.6817 -1.7889 -3.7860 -0.041 0.093 0.244
C 3.3610 -1.2470 -2.3979 -0.253 -0.129 -0.047
C 1.8769 -1.4220 -2.0389 0.276 0.218 -0.317
N 1.5468 -0.8362 -0.7536 -0.012 0.206 0.244
C 1.7941 0.4691 -0.4441 0.762 -0.252 0.993
S 2.6137 0.8864 0.9560 0.056 -0.167 -0.467
N 1.4943 1.4722 -1.3416 0.241 0.250 -0.091
C 0.5650 1.5885 -2.3496 0.015 0.289 -0.503
O 0.6845 2.4942 -3.1654 -0.056 -0.316 0.308
C -0.5557 0.6248 -2.3919 -0.611 -0.117 -0.140
C -1.0984 0.3271 -3.6436 0.206 0.098 0.032
C -2.1741 -0.5303 -3.7517 -0.040 -0.077 -0.136
C -2.7250 -1.0925 -2.6091 0.053 0.058 0.060
C -2.2149 -0.7699 -1.3622 -0.181 -0.123 0.025
C -1.1383 0.0919 -1.2429 0.162 0.208 -0.172
H 4.7293 -1.6202 -4.0321 0.036 -0.030 -0.068
H 3.0680 -1.2920 -4.5357 -0.031 0.018 -0.128
H 3.4838 -2.8583 -3.8382 -0.007 -0.119 -0.067
H 3.5996 -0.1831 -2.3569 0.049 0.037 0.063
H 3.9722 -1.7481 -1.6444 0.028 0.059 0.045
H 1.6247 -2.4845 -1.9879 -0.083 0.102 -0.044
H 1.2605 -0.9646 -2.8193 0.017 -0.188 0.034
H 1.7215 -1.4299 0.0484 -0.020 0.159 -0.055
H 2.0251 2.3225 -1.1729 -0.181 -0.225 -0.028
H -0.6527 0.7778 -4.5200 -0.003 0.045 -0.038
H -2.5900 -0.7611 -4.7234 0.012 -0.011 -0.070
H -3.5618 -1.7717 -2.6906 -0.082 -0.045 0.015
H -2.6561 -1.1889 -0.4715 -0.008 -0.003 0.178
H -0.7819 0.3437 -0.2546 -0.011 -0.011 0.249
```
Forces are in eV/Å.

Summary:
- Strongest force on any atom: 1.3 eV Å⁻¹
- Charge: -2
- Gap between HOMO and LUMO: 4.926 eV
- Calculated total energy: -4127.07567 a.u.
- HOMO energy: -0.95 eV
- Relative energy (zero: lowest compared OMol25 entry of this formula, charge and spin): 0.816 eV

These are the Löwdin partial charges, in e, on atoms 1 to 8: 0.618, 0.581, -0.758, -0.756, 0.574, -0.626, 0.633, -0.437

# 2
Entry from the OMol25 dataset: C17H14B11Br6CdN5S3Se as an isolated structure (wB97M-V/def2-TZVPD).

```
58
Properties=species:S:1:pos:R:3:forces:R:3
Cd -0.1947 -1.0904 -0.2112 0.171 -0.030 0.294
Br -1.5386 0.5542 1.6006 0.039 0.137 -0.102
B -1.5828 2.3694 0.7522 -0.048 -0.094 -0.198
B -1.5014 3.8441 1.7084 -0.112 -0.088 0.056
C -0.7993 4.9717 0.6608 -0.290 -0.319 -0.167
B -0.1579 3.4027 0.6351 0.071 -0.022 -0.037
B -0.3161 4.3713 -0.8497 0.069 -0.088 -0.049
B -1.7507 5.3911 -0.6871 -0.080 -0.005 -0.044
B -2.4921 5.0610 0.8879 -0.008 0.031 -0.021
B -3.0417 3.3822 0.9230 0.023 -0.145 -0.051
Br -4.5537 2.7547 1.9915 0.153 0.110 -0.178
B -3.2020 4.3566 -0.5876 0.062 -0.052 0.008
Br -4.9224 4.9571 -1.2892 0.245 -0.169 0.119
B -1.8312 3.9183 -1.6767 0.035 -0.105 -0.037
Br -1.9711 3.9450 -3.6253 0.018 -0.022 0.248
B -0.8420 2.6868 -0.8290 -0.115 -0.047 0.113
Br 0.1248 1.2374 -1.8213 -0.057 0.137 0.132
B -2.6291 2.6577 -0.6795 0.025 -0.209 0.092
Br -3.6113 1.1318 -1.4452 0.084 0.394 0.080
H -1.3370 3.9047 2.8713 0.021 -0.035 0.064
H -0.1973 5.7485 1.1047 0.004 0.015 -0.010
H 0.9133 3.1639 1.0649 0.016 -0.034 0.050
H 0.6490 4.7854 -1.3793 0.055 -0.013 -0.053
H -1.7317 6.4948 -1.0943 -0.007 0.010 -0.067
H -2.9610 5.9465 1.5040 -0.022 0.017 0.037
S 2.1544 -0.1118 1.2381 0.042 0.022 0.100
C 2.2851 -1.4470 2.3851 -0.099 0.015 -0.192
C 3.0235 -1.1827 3.5339 0.023 -0.003 0.097
C 3.2293 -2.1629 4.4892 -0.131 -0.080 -0.228
C 3.9969 -1.8608 5.6548 0.154 0.066 0.246
N 4.6122 -1.5831 6.5849 -0.042 -0.032 -0.059
C 2.6869 -3.4433 4.2698 -0.003 0.317 -0.162
C 1.9301 -3.6926 3.1421 -0.002 -0.047 -0.008
C 1.6993 -2.7102 2.1671 0.057 0.171 0.129
S 0.7624 -3.1741 0.7881 -0.204 0.148 -0.304
C 2.9220 -4.4971 5.2099 0.056 -0.192 0.182
N 3.1221 -5.3480 5.9548 -0.045 0.036 -0.036
H 3.4453 -0.1979 3.6809 0.042 -0.022 -0.007
H 1.5042 -4.6753 2.9946 0.020 -0.008 0.018
Se 3.6446 -0.6919 -0.3844 -0.161 0.146 -0.173
C 4.5770 -1.9388 0.5618 0.086 -0.126 0.185
N 5.1528 -2.7372 1.1605 -0.019 0.027 -0.025
N -3.4013 -2.3051 -1.3173 0.017 -0.038 0.043
C -2.3760 -2.5863 -2.1352 0.072 -0.211 -0.199
N -1.1305 -2.2561 -1.9183 -0.143 0.238 0.124
C -0.2854 -2.7526 -2.9110 -0.029 -0.143 -0.374
C 1.0932 -2.5903 -2.9779 -0.112 0.114 0.119
C 1.7852 -3.1446 -4.0390 0.015 -0.011 0.021
C 1.1201 -3.8526 -5.0371 0.020 -0.015 -0.046
C -0.2531 -4.0186 -4.9893 -0.047 -0.033 -0.021
C -0.9396 -3.4678 -3.9202 0.011 0.075 0.193
S -2.6501 -3.5339 -3.5778 0.046 0.113 0.076
H -3.2724 -1.6369 -0.5742 -0.028 0.112 -0.036
H -4.3404 -2.4238 -1.6546 -0.031 0.014 0.048
H 1.6157 -2.0454 -2.2004 0.076 -0.045 0.011
H 2.8602 -3.0348 -4.0893 -0.008 0.024 0.002
H 1.6823 -4.2783 -5.8570 -0.016 0.002 0.000
H -0.7782 -4.5645 -5.7617 0.029 -0.007 -0.003
```
Forces are in eV/Å.

Summary:
- Strongest force on any atom: 0.5 eV Å⁻¹
- Charge: 0
- Gap between HOMO and LUMO: 7.133 eV
- Calculated total energy: -20411.69393 a.u.
- HOMO energy: -8.99 eV

These are the Löwdin partial charges, in e, on atoms 1 to 8: 1.025, 0.777, -0.851, -0.259, 0.056, -0.276, -0.257, -0.255

# 3
Entry from the OMol25 dataset: one molecule with the formula C17H14BrN3O3 in a non-equilibrium geometry (wB97M-V/def2-TZVPD).

```
38
Properties=species:S:1:pos:R:3:forces:R:3
O -1.5203 1.0420 -2.8213 -2.059 0.652 0.669
N -2.6558 1.5692 -2.6984 2.445 0.216 -1.726
O -3.0276 2.4993 -3.3971 -0.006 -0.480 0.419
C -3.5579 1.0611 -1.7308 -2.375 -1.133 2.621
C -4.9565 1.0503 -2.0206 0.209 0.158 -0.821
C -5.9280 0.5667 -1.1475 1.176 -0.430 0.802
Br -7.7629 0.4842 -1.6898 0.690 0.077 0.241
C -5.5064 0.0723 0.1126 0.535 0.719 -1.133
C -4.1474 0.1584 0.4295 -0.251 -0.460 -0.285
C -3.1520 0.6176 -0.4365 -0.004 0.907 -0.931
C -1.7325 0.6889 0.1144 -0.999 -0.451 0.168
C -1.0609 -0.6754 -0.0288 1.703 0.219 0.449
O -1.5572 -1.5204 0.9751 -0.853 -0.704 0.748
C 0.4699 -0.5935 0.1994 -0.610 0.320 -1.814
C 0.9627 -0.2942 1.4631 0.304 -0.442 -0.100
C 2.3432 -0.2922 1.6615 -0.136 0.051 -0.238
C 3.2395 -0.5218 0.6194 -0.761 -0.271 -1.385
N 4.6293 -0.4353 0.8222 2.321 0.246 1.879
C 5.2780 -0.1683 2.0498 -1.286 -0.380 -0.663
C 6.5921 -0.0815 1.7989 1.309 0.577 0.230
C 6.7539 -0.2835 0.4171 -0.279 -0.479 -0.225
N 5.5895 -0.5284 -0.1602 -0.776 0.239 -0.026
C 2.7269 -0.8195 -0.6697 -0.826 0.540 0.478
C 1.3474 -0.8097 -0.9064 0.312 -0.083 2.836
H -5.3216 1.3888 -2.9950 0.467 0.008 0.282
H -6.2056 -0.3465 0.8088 -0.224 -0.098 0.200
H -3.7585 -0.2464 1.3561 -0.373 0.111 0.182
H -1.1475 1.4400 -0.3776 0.280 0.317 -0.382
H -1.8084 0.9655 1.1817 0.180 -0.230 -0.394
H -1.3173 -1.0907 -1.0045 0.346 0.108 -0.238
H -1.0132 -2.3212 1.0178 -0.198 0.314 -0.111
H 0.2980 -0.1355 2.3311 0.360 -0.100 -0.701
H 2.6894 -0.1145 2.6557 0.334 0.188 0.396
H 4.8548 -0.1050 3.0464 -0.523 0.026 -0.562
H 7.3626 0.1947 2.5129 -0.218 -0.275 -0.160
H 7.7088 -0.3201 -0.1223 -0.787 0.043 0.013
H 3.3491 -1.0091 -1.5145 0.722 -0.071 -0.129
H 0.9424 -1.0865 -1.8526 -0.150 0.045 -0.588
```
Forces are in eV/Å.

Summary:
- Strongest force on any atom: 3.7 eV Å⁻¹
- Structure (SMILES): O=[N+]([O-])c1cc(Br)ccc1C[C@H](O)c1ccc(-n2cccn2)cc1
- Charge: 0
- Gap between HOMO and LUMO: 7.673 eV
- Calculated total energy: -3620.08993 a.u.
- HOMO energy: -8.50 eV
- Relative energy (zero: lowest compared OMol25 entry of this formula, charge and spin): 3.564 eV

These are the Löwdin partial charges, in e, on atoms 1 to 8: 0.063, -0.327, 0.096, -0.091, -0.040, -0.655, 0.728, -0.074

# 4
Entry from the OMol25 dataset: C17H14Cl2FeO6S as an isolated structure in a non-equilibrium geometry (wB97M-V/def2-TZVPD).

```
41
Properties=species:S:1:pos:R:3:forces:R:3
C 3.0978 -5.2384 0.1523 -0.514 0.477 0.322
O 2.2294 -4.9451 1.2645 -0.497 0.457 0.253
C 1.4983 -3.7612 1.2589 -0.328 -0.876 -1.113
C 0.2684 -3.6934 0.5464 2.388 -1.843 -1.777
C -0.3771 -2.3939 0.2283 -0.758 0.119 -0.388
C -0.1094 -1.5041 1.3916 0.338 2.492 0.082
C 1.0134 -1.6313 2.2092 -0.041 1.366 -0.388
C 1.7970 -2.7893 2.2350 2.137 -0.073 -0.424
Fe -0.3174 -3.3316 2.4943 -0.258 1.074 -1.124
C -2.0349 -3.5112 2.2303 -5.985 -0.973 -1.010
O -3.1727 -3.7389 2.1296 2.254 0.453 0.348
C -0.6069 -2.6796 4.1204 -0.215 2.872 5.972
O -0.6830 -2.1803 5.1676 -0.037 -1.137 -2.279
C -0.1889 -4.9654 3.1122 0.768 -6.118 2.026
O -0.1714 -6.0493 3.5156 -0.151 1.916 -0.673
H 3.4254 -6.2624 0.3561 0.039 0.273 -0.307
H 2.5466 -5.1695 -0.8051 0.329 -0.084 0.400
H 3.9544 -4.5402 0.1635 -0.303 -0.332 -0.141
H -0.0049 -4.5539 -0.0741 0.264 0.252 0.235
H -0.0296 -1.9688 -0.7381 0.149 -0.015 0.308
H -1.4734 -2.5268 0.0693 0.605 0.103 0.121
H -0.7480 -0.6134 1.4769 0.485 -0.349 0.092
H 1.2667 -0.8211 2.8959 -0.388 -0.314 0.052
H 2.5816 -2.9777 2.9791 -0.300 0.281 -0.594
Cl -1.8410 8.8857 -2.2866 -0.104 0.611 0.036
C -1.5063 7.2173 -2.3848 0.245 -1.266 -0.062
C -2.2724 6.3118 -1.6410 0.279 -0.436 -0.275
C -1.9962 4.9394 -1.7274 -0.135 0.508 0.137
C -0.9693 4.4832 -2.5473 0.526 -0.178 0.464
S -0.5561 2.7128 -2.5562 -2.633 1.483 -1.193
C 0.6036 2.5979 -1.2989 0.625 0.659 -0.078
Cl 0.7563 1.2828 -0.3270 -0.113 -0.867 0.506
O -1.7850 2.0390 -2.1786 1.196 -0.114 0.073
O 0.0275 2.4914 -3.8535 0.428 -0.458 0.406
C -0.2021 5.3845 -3.2814 -0.071 0.512 0.039
C -0.4679 6.7613 -3.2056 -0.161 -0.547 0.131
H -3.0746 6.6638 -0.9983 0.155 -0.005 -0.158
H -2.5863 4.2339 -1.1490 0.108 0.073 -0.118
H 1.3759 3.3503 -1.2482 -0.029 0.106 -0.104
H 0.6033 5.0264 -3.9164 -0.141 0.013 0.076
H 0.1291 7.4654 -3.7795 -0.158 -0.114 0.125
```
Forces are in eV/Å.

Summary:
- Strongest force on any atom: 6.6 eV Å⁻¹
- Charge: 0
- Gap between HOMO and LUMO (alpha / beta): 6.094 / 6.456 eV
- Spin multiplicity: 5
- Calculated total energy: -3689.65158 a.u.
- HOMO energy (alpha / beta): -5.97 / -8.20 eV

These are the Löwdin partial charges, in e, on atoms 1 to 8: -0.049, -0.129, -0.340, -0.122, -0.206, -0.197, -0.166, -0.094

# 5
Entry from the OMol25 dataset: C17H14ClMgNO2S2 as an isolated structure in a non-equilibrium geometry (wB97M-V/def2-TZVPD).

```
38
Properties=species:S:1:pos:R:3:forces:R:3
C 1.3943 1.4702 1.0167 1.006 -0.006 -0.014
C 1.4549 1.6673 -0.3949 0.343 -0.143 0.193
C 1.9573 0.4626 -0.9837 0.118 0.286 0.077
H 1.3336 2.6253 -0.8995 -0.322 -0.444 0.039
C 2.2182 -0.4609 0.0724 0.178 0.277 0.327
C 1.8938 0.1724 1.3031 0.704 0.780 -0.344
H 2.1752 -0.1829 2.2930 -0.544 -0.066 -0.417
H 1.1514 2.2176 1.7708 -0.206 -0.299 -0.316
H 2.3099 0.3624 -2.0100 -0.513 -0.106 0.225
H 2.7429 -1.4124 -0.0030 -0.374 0.182 -0.147
Mg -0.1446 0.0254 0.0169 0.578 -0.118 0.555
Cl -1.9688 0.4969 1.1079 -1.086 0.463 -0.474
C -2.5690 -0.6526 -4.8123 0.789 0.280 -0.481
C -1.4904 -1.5176 -5.1891 -0.027 0.935 -0.163
C -0.4469 -0.7079 -5.7449 -0.842 0.308 0.249
H -1.4795 -2.6069 -5.1044 0.013 0.322 0.037
C -0.8809 0.6573 -5.7126 -0.532 -0.763 0.231
C -2.1924 0.6917 -5.1364 0.512 -0.799 -0.234
H -2.8107 1.5828 -5.0041 0.210 -0.270 0.035
H -3.5263 -0.9668 -4.3899 0.321 0.106 -0.058
H 0.4981 -1.0706 -6.1573 -0.251 0.106 0.180
H -0.3244 1.5163 -6.0962 -0.141 -0.243 0.176
O -1.7175 0.8034 6.5996 0.127 0.740 -0.236
S -0.5302 1.0078 5.8018 1.267 -2.479 -1.866
O 0.2156 2.2441 5.8489 -0.753 0.065 0.166
N -0.7454 0.4750 4.1976 -0.125 -0.059 0.493
C -0.1137 -0.6766 3.9380 -0.602 1.294 0.163
S -0.1010 -1.7011 2.6085 -0.568 -0.235 -0.414
C 0.7450 -1.1250 5.0387 0.433 -0.245 1.293
C 1.5760 -2.2425 5.0276 0.152 0.011 0.409
C 2.2439 -2.5886 6.2001 -0.282 0.583 0.205
C 2.0712 -1.8019 7.3543 -0.118 0.072 -0.143
C 1.2492 -0.6645 7.3613 0.047 -0.215 -0.558
C 0.6020 -0.3374 6.1753 0.411 -0.446 0.312
H 1.6599 -2.8150 4.1058 -0.032 0.115 0.277
H 2.8872 -3.4676 6.2237 -0.108 0.215 0.054
H 2.5870 -2.0866 8.2606 0.047 -0.008 0.118
H 1.0952 -0.0416 8.2368 0.173 -0.198 0.048
```
Forces are in eV/Å.

Summary:
- Strongest force on any atom: 3.4 eV Å⁻¹
- Charge: -2
- Gap between HOMO and LUMO: 5.217 eV
- Calculated total energy: -2318.14661 a.u.
- HOMO energy: -0.94 eV
- Relative energy (zero: lowest compared OMol25 entry of this formula, charge and spin): 0.739 eV

These are the Löwdin partial charges, in e, on atoms 1 to 8: -0.210, -0.208, -0.198, 0.099, -0.206, -0.262, 0.084, 0.110